# 1
# C4H12

A 2-piece molecular cluster, C4H12 overall (ωB97M-V/def2-TZVPD, OMol25).

Calculated values
HOMO-LUMO gap   12.80 eV
ΔE to the lowest compared entry with this formula, charge and spin   17.7 kJ/mol
SMILES   CC.CC
E   -4342.3452 eV

Positions of all 16 atoms, in Å:
1 C -3.1335 0.6812 0.2285
2 C -1.8766 -0.1829 0.1087
3 H -2.9423 1.6011 -0.3470
4 H -4.0244 0.2224 -0.1854
5 H -3.2699 1.0563 1.2469
6 H -1.8453 -0.9977 0.8313
7 H -0.9449 0.3602 0.2012
8 H -1.9174 -0.7000 -0.8509
9 C 2.0408 -0.0540 -0.7314
10 C 2.9777 -0.4096 0.4374
11 H 1.7647 -0.9877 -1.2178
12 H 1.0832 0.3659 -0.4286
13 H 2.5332 0.5841 -1.4560
14 H 3.3879 0.4922 0.8881
15 H 3.7388 -1.0946 0.0578
16 H 2.4281 -0.9369 1.2173



# 2
# C20H19BrN3O6S

A 2-piece molecular cluster, C20H19BrN3O6S overall (ωB97M-V/def2-TZVPD, OMol25).

Calculated values
Charge   -1
HOMO-LUMO gap   6.24 eV
E   -118679.2587 eV

Positions of all 50 atoms, in Å:
1 C -3.9844 3.1899 0.1979
2 C -3.2221 2.0351 0.7678
3 C -3.4178 1.6390 2.0948
4 C -2.6763 0.5963 2.6424
5 C -1.7008 -0.0198 1.8473
6 S -0.6661 -1.2714 2.5437
7 O -0.6446 -1.1545 3.9761
8 O -0.8016 -2.5262 1.8594
9 N 0.8419 -0.6828 1.9647
10 C 1.5885 0.3545 2.5653
11 C 1.2294 1.1941 3.6146
12 C 2.0939 2.2527 3.9279
13 C 3.3067 2.3954 3.2334
14 C 3.6665 1.5040 2.2070
15 Br 5.2297 1.8269 1.1851
16 C 2.8379 0.4235 1.8961
17 C 2.8458 -0.7438 0.9745
18 N 3.8854 -1.6787 0.7808
19 O 5.0299 -1.4603 1.2227
20 O 3.5723 -2.7538 0.2004
21 C 1.5544 -1.2779 0.9618
22 C -1.5470 0.3220 0.5088
23 C -2.2922 1.3643 -0.0269
24 H -3.7786 3.2787 -0.8724
25 H -5.0615 3.0490 0.3451
26 H -3.6995 4.1315 0.6863
27 H -4.1481 2.1809 2.7000
28 H -2.8181 0.2830 3.6746
29 H 0.3391 1.0117 4.2051
30 H 1.8511 2.9543 4.7280
31 H 3.9902 3.1987 3.5050
32 H 1.2235 -2.1497 0.4253
33 H -0.8148 -0.1843 -0.1099
34 H -2.1355 1.6756 -1.0624
35 O 0.4635 0.3038 -1.7500
36 C -0.4078 0.3928 -2.6436
37 C -0.7358 -0.9236 -3.3844
38 C -0.1014 -1.0825 -4.8061
39 C 0.3261 -2.5561 -4.8767
40 C 0.2834 -3.0842 -3.4134
41 N -0.2038 -1.9851 -2.6532
42 O -1.1092 1.3332 -3.0770
43 H -1.8347 -0.9874 -3.5011
44 H -0.8043 -0.7931 -5.5900
45 H 0.7916 -0.4476 -4.8606
46 H -0.3799 -3.1369 -5.4781
47 H 1.3368 -2.6434 -5.2841
48 H -0.3829 -3.9592 -3.3325
49 H 1.2777 -3.4043 -3.0731
50 H -0.1964 -1.9842 -1.6463



# 3
# C5H12NO2

C5H12NO2 as an isolated structure (ωB97M-V/def2-TZVPD, OMol25).

Calculated values
Charge   -1
HOMO-LUMO gap   6.45 eV
ΔE to the lowest compared entry with this formula, charge and spin   435.7 kJ/mol
E   -10962.4739 eV

Positions of all 20 atoms, in Å:
1 C -0.9094 1.0300 0.3724
2 O -1.5668 -0.1072 0.6953
3 C 0.6566 0.9988 0.2758
4 C 1.1080 -0.1248 -0.7633
5 C 1.4644 -1.3581 0.1632
6 C 2.7051 -1.6989 0.4400
7 N 0.3456 -1.8356 0.9252
8 H -1.3684 1.7809 1.1084
9 H -1.4126 1.2067 -0.5962
10 H 0.8941 0.6437 1.2487
11 H 0.9215 2.0416 0.1615
12 H 0.2176 -0.4686 -1.3120
13 H 1.9891 0.2582 -1.3256
14 H 2.9994 -2.3562 1.1923
15 H 3.5647 -1.2780 -0.0858
16 H -0.6443 -0.9994 0.8810
17 H 0.5315 -2.8702 1.4348
18 H -3.5842 1.0229 -1.3995
19 H -3.9056 2.1590 -2.1689
20 O -4.0062 1.9550 -1.2471



# 4
# H18NO12

A 10-piece molecular cluster, H18NO12 overall (ωB97M-V/def2-TZVPD, OMol25).

Calculated values
Charge   -1
HOMO-LUMO gap   9.32 eV
ΔE to the lowest compared entry with this formula, charge and spin   215.9 kJ/mol
E   -26351.2094 eV

Positions of all 31 atoms, in Å:
1 N 1.0675 0.2825 -0.9832
2 O 1.8166 0.5993 -0.0535
3 O 0.3043 1.1736 -1.4305
4 O 0.5792 -0.8644 -0.8304
5 O -0.5204 2.0151 1.2746
6 H 0.2232 1.6145 0.8113
7 H -1.2358 1.9431 0.6652
8 O 0.6802 -3.7501 0.7142
9 H 0.0294 -3.5962 0.0478
10 H 0.4187 -4.4231 1.3234
11 O -1.7840 -2.8731 -1.0076
12 H -2.0651 -2.3334 -0.2613
13 H -1.0229 -2.3992 -1.4543
14 O -2.2321 -0.3825 0.5336
15 H -2.9533 -0.1949 -0.0734
16 H -1.5192 -0.4549 -0.0965
17 O 2.3158 -1.6459 1.6283
18 H 1.7896 -2.3600 1.1993
19 H 2.4258 -0.9900 0.9432
20 O 2.5717 2.4590 1.8944
21 H 3.1558 1.8472 2.3938
22 H 2.3318 1.9143 1.1015
23 O 0.3470 -0.1053 2.7340
24 H -0.1359 0.6560 2.3770
25 H 1.1455 -0.2820 2.2417
26 O -1.0426 3.6026 -2.7425
27 H -0.6194 4.2645 -2.2083
28 H -0.4745 2.8908 -2.6454
29 O -2.0760 0.2476 -2.5004
30 H -1.1811 0.4154 -2.3092
31 H -2.3398 0.7296 -3.2869



# 5
# C22H33GaN2OP

C22H33GaN2OP as an isolated structure (ωB97M-V/def2-TZVPD, OMol25).

Calculated values
Charge   -1
HOMO-LUMO gap   6.77 eV
E   -90041.0857 eV

Positions of all 60 atoms, in Å:
1 C 0.3873 -4.0307 -2.9469
2 Ga 0.0884 -2.0034 -3.2747
3 N 1.3594 -1.2633 -4.5447
4 C 0.2589 -1.0945 -1.3798
5 C 1.8477 -0.7318 -1.1996
6 C 2.0070 0.6676 -0.3282
7 N 1.4944 1.7994 -1.2204
8 P -2.0532 -1.4509 -4.0583
9 O -1.8752 -0.9002 -5.5629
10 H -0.4356 -4.6602 -3.4929
11 H 0.2635 -4.2576 -1.7816
12 H 1.4912 -4.4031 -3.2052
13 H 2.3185 -1.6230 -4.3440
14 H 1.4182 -0.2257 -4.3552
15 H -0.1411 -1.9110 -0.6083
16 H -0.4683 -0.1780 -1.3564
17 H 2.4148 -0.5470 -2.2321
18 H 2.4104 -1.6557 -0.6975
19 H 1.4672 0.6176 0.7090
20 H 3.1826 0.8534 -0.2387
21 H 1.9057 1.7025 -2.1830
22 H 0.4537 1.7965 -1.2934
23 H -2.5406 -0.3026 -3.2923
24 H -2.9590 -2.5669 -3.9647
25 C 3.2620 1.3466 5.1041
26 C 4.5080 1.5556 4.5138
27 C 4.5947 2.1712 3.2655
28 C 3.4347 2.5872 2.6113
29 C 2.1889 2.3816 3.2034
30 C 2.1016 1.7575 4.4476
31 H 3.1946 0.8637 6.0755
32 H 5.4123 1.2377 5.0267
33 H 5.5653 2.3279 2.8028
34 H 3.5024 3.0714 1.6407
35 H 1.2851 2.7072 2.6943
36 H 1.1306 1.5925 4.9060
37 C -4.4074 0.6215 -6.2139
38 C -3.5645 1.6096 -6.7216
39 C -4.0857 2.8485 -7.0935
40 C -5.4497 3.1029 -6.9482
41 C -6.2921 2.1160 -6.4369
42 C -5.7723 0.8739 -6.0738
43 H -4.0014 -0.3451 -5.9274
44 H -2.5004 1.4137 -6.8284
45 H -3.4297 3.6159 -7.4954
46 H -5.8553 4.0700 -7.2334
47 H -7.3548 2.3150 -6.3222
48 H -6.4297 0.1034 -5.6807
49 C 1.1575 -2.3246 8.3964
50 C -0.1910 -2.0749 8.6492
51 C -0.9588 -1.3777 7.7168
52 C -0.3797 -0.9385 6.5259
53 C 0.9679 -1.1916 6.2714
54 C 1.7379 -1.8806 7.2080
55 H 1.7563 -2.8650 9.1248
56 H -0.6438 -2.4232 9.5742
57 H -2.0078 -1.1774 7.9172
58 H -0.9791 -0.3995 5.7970
59 H 1.4186 -0.8507 5.3425
60 H 2.7891 -2.0728 7.0118



# 6
# C7H15Cl2NSn

C7H15Cl2NSn as an isolated structure (ωB97M-V/def2-TZVPD, OMol25).

Calculated values
HOMO-LUMO gap (spin up / spin down)   6.78 / 6.78 eV
ΔE to the lowest compared entry with this formula, charge and spin   64.3 kJ/mol
E   -39867.3602 eV

Positions of all 26 atoms, in Å:
1 Sn 1.0007 -0.3670 1.8398
2 Cl 0.8021 -2.7465 1.5758
3 Cl 2.0339 1.3967 3.1636
4 C 2.1834 -0.0214 0.2593
5 H 2.8352 0.8429 0.3780
6 H 2.6075 -0.8838 -0.2535
7 C -0.4801 0.6815 0.1905
8 C 0.7504 0.4852 -0.4731
9 H -0.5834 1.1498 1.2018
10 C 0.6717 -0.5234 -1.6714
11 H 1.0872 1.4776 -0.8399
12 C -0.4659 -0.2036 -2.6328
13 H 1.6194 -0.5046 -2.2215
14 H 0.5280 -1.5124 -1.2290
15 C -1.8015 -0.0192 -1.9115
16 H -0.2365 0.7447 -3.1531
17 H -0.5645 -1.0100 -3.3723
18 C -1.6121 0.9748 -0.7639
19 H -2.5754 0.2619 -2.6357
20 H -2.1615 -0.9756 -1.5230
21 H -1.3837 1.9556 -1.2138
22 H -2.5753 1.1842 -0.3074
23 N -0.3037 -0.5713 3.6827
24 H 0.3460 -0.8614 4.4102
25 H -1.0204 -1.2787 3.5561
26 H -0.7017 0.3240 3.9440